The following is a DFT calculation (wB97M-V/def2-TZVPD) of a 2-piece molecular cluster, C19H23N3O3 overall in a non-equilibrium geometry.

Atoms and positions in Å:
C1 -4.89328 -0.22616 -0.23090
C2 -3.39376 -0.75669 -0.45599
C3 -2.84415 -0.90014 -1.73314
C4 -1.66691 -1.51427 -1.87923
C5 -0.91948 -1.90066 -0.87814
C6 -1.51282 -1.52282 0.58156
C7 -2.84790 -1.09881 0.84325
C8 -3.33111 -0.70542 1.92426
H1 -3.76146 0.30856 2.02345
H2 -4.08406 -1.46802 2.24624
H3 -2.59902 -0.65767 2.82171
H4 -0.95546 -1.45887 1.31323
O1 0.32023 -2.44643 -1.07829
C9 1.02755 -2.76183 0.14172
C10 2.03692 -1.88970 0.53602
O2 1.80084 -1.23945 1.79330
N1 3.20320 -1.99358 -0.02236
H5 3.13769 -2.36832 -0.87841
C11 4.44921 -0.95478 0.19860
H6 5.18432 -1.66090 0.22584
H7 4.22755 -0.82505 1.23530
C12 4.37452 0.31601 -0.41133
H8 4.00950 0.19876 -1.48259
H9 5.48820 0.47045 -0.56210
C13 3.88412 1.61771 -0.12219
N2 2.54893 1.37432 0.33522
C14 1.59952 1.71307 -0.52843
O3 1.97182 2.61282 -1.58696
C15 0.07736 1.83845 0.01293
C16 -0.80637 1.90048 -0.99482
C17 -2.14416 2.18883 -0.70547
N3 -2.54583 2.13872 0.48817
C18 -1.53511 2.12917 1.55329
C19 -0.24301 1.81269 1.21706
H10 0.47658 1.84674 2.03654
H11 -1.86005 2.37148 2.59636
H12 -2.93288 2.15089 -1.54677
H13 -0.57676 1.92475 -1.84447
H14 2.12450 0.76127 1.08146
H15 3.92649 2.44968 -0.42311
H16 4.45978 1.53365 1.24331
H17 1.37640 -3.65586 -0.06991
H18 0.23869 -3.21622 0.93571
H19 -1.35865 -1.83343 -2.79950
H20 -3.70448 -0.74544 -2.66041
H21 -5.38797 -0.94959 0.29846
H22 -4.84604 0.64881 0.19416
H23 -5.28902 -0.29069 -1.25060

Force components x, y, z for each atom (eV/Å):
C 3.2 -4.3 -5.6
C -3.6 0.5 1.1
C -6.4 1.0 0.2
C 0.7 -0.7 -1.8
C -0.7 1.5 7.2
C -4.5 -1.3 -8.8
C 9.1 -2.9 -16.4
C -4.5 3.2 14.3
H -0.2 -0.5 -0.7
H -0.1 0.8 0.3
H -0.7 -0.5 -1.3
H 6.1 -0.1 7.1
O -0.1 0.5 0.9
C -7.0 -1.5 0.1
C -0.1 4.8 9.8
O 1.6 -2.3 -6.6
N 2.3 4.1 2.1
H 0.2 -1.9 -4.0
C -6.4 -2.7 3.9
H 2.8 -0.9 -1.1
H 0.2 0.3 1.4
C 5.0 0.6 -8.7
H 0.5 -0.5 0.5
H -0.7 0.1 -0.4
C -1.2 -12.5 14.6
N -4.2 -0.4 -0.5
C 0.1 7.5 -3.1
O -2.2 -5.5 4.8
C 6.0 -2.1 -10.1
C -4.8 1.4 10.0
C 0.2 -2.2 -3.2
N 0.5 1.6 6.7
C -3.1 -0.5 -2.3
C -2.0 1.5 10.0
H 0.0 -0.3 -0.2
H 0.1 -0.6 -1.2
H 1.3 0.4 1.3
H 4.0 0.1 -12.5
H 1.8 0.2 -0.4
H 1.7 11.2 -5.5
H -1.1 1.4 -3.2
H 2.7 -4.3 -1.4
H 1.7 2.3 -1.2
H 0.9 -0.4 -2.7
H 3.1 -0.3 2.6
H -1.3 -1.6 1.7
H -0.3 4.9 2.1
H -0.5 0.8 0.3

The value obtained for the relative energy (zero: lowest compared OMol25 entry of this formula, charge and spin) is 435.18 kcal per mole. Its total charge is 0. Its calculated total energy is -30672.8675 eV. The gap between HOMO and LUMO is 8.12 eV.

These are the natural (NBO) partial charges, in e, on atoms 1 to 6: C -0.624; C 0.045; C -0.198; C -0.339; C 0.319; C -0.200